1.
Molecular formula: C22H31BN6ORe
Method: DFT, ωB97M-V/def2-TZVPD

LUMO level (spin up / spin down), eV: -16.8 / -16.1
Max |F|, hartree/bohr: 0.050
Molar mass, g mol⁻¹: 592.55
Total charge: +4
Multiplicity: 4
HOMO-LUMO gap (spin up / spin down), eV: 4.07 / 4.73
HOMO (spin up / spin down), eV: -20.9 / -20.9

Cartesian coordinates (Å):
1 C -0.26 3.13 -0.72
2 N -0.16 1.87 -1.24
3 N 0.08 2.00 -2.62
4 C 0.04 3.31 -2.93
5 C -0.17 4.05 -1.77
6 B 0.26 0.73 -3.46
7 N 1.33 -0.12 -2.75
8 N 1.21 -0.43 -1.37
9 C 2.24 -1.28 -1.06
10 C 2.98 -1.53 -2.22
11 C 2.38 -0.80 -3.24
12 Re -0.56 0.04 -0.47
13 N -1.07 -0.06 -3.33
14 N -1.60 -0.41 -2.03
15 C -2.73 -1.18 -2.27
16 C -2.92 -1.29 -3.65
17 C -1.87 -0.58 -4.26
18 H -3.30 -1.58 -1.45
19 H -1.63 -0.40 -5.29
20 H -3.72 -1.80 -4.17
21 H 0.63 0.96 -4.58
22 H 2.61 -0.70 -4.29
23 H 0.15 3.60 -3.96
24 H 3.83 -2.18 -2.32
25 H -0.26 5.12 -1.68
26 H 2.36 -1.64 -0.06
27 H -0.31 3.26 0.35
28 H -0.91 -1.81 -0.21
29 C -0.24 -2.06 0.70
30 H 0.51 -2.80 0.39
31 H 0.32 -1.23 1.19
32 H -0.92 -2.46 1.46
33 C -4.07 4.14 1.27
34 C -2.86 3.23 1.47
35 C -1.78 4.00 2.24
36 C -3.19 1.93 2.18
37 C -4.35 1.82 2.93
38 C -4.49 0.82 3.89
39 C -3.44 -0.07 4.10
40 C -2.29 -0.04 3.30
41 C -1.12 -0.93 3.71
42 C -0.49 -0.44 5.01
43 C -1.56 -2.39 3.88
44 C -2.25 0.86 2.19
45 O -1.41 0.68 1.17
46 H -4.42 4.54 2.23
47 H -4.89 3.60 0.78
48 H -3.79 4.99 0.64
49 H -2.47 2.96 0.48
50 H -2.16 4.28 3.23
51 H -0.88 3.40 2.39
52 H -1.50 4.92 1.72
53 H -5.14 2.57 2.81
54 H -5.38 0.77 4.52
55 H -3.49 -0.81 4.90
56 H -0.37 -0.85 2.93
57 H -1.20 -0.50 5.85
58 H 0.39 -1.05 5.26
59 H -0.16 0.60 4.91
60 H -2.11 -2.77 3.01
61 H -0.68 -3.04 4.03
62 H -2.21 -2.50 4.75

2.
Molecular formula: C22H31BrMnN3O6Si
Method: DFT, ωB97M-V/def2-TZVPD

LUMO level (spin up / spin down), eV: 2.3 / 2.3
Max |F|, hartree/bohr: 0.010
Molar mass, g mol⁻¹: 596.43
Total charge: -1
Multiplicity: 6
HOMO-LUMO gap (spin up / spin down), eV: 6.54 / 6.63
HOMO (spin up / spin down), eV: -4.3 / -4.3

Cartesian coordinates (Å):
1 Mn -0.25 0.80 0.27
2 C 0.22 4.16 1.60
3 C -0.58 3.88 0.33
4 C -0.79 5.15 -0.48
5 O 0.13 2.92 -0.49
6 C -1.91 3.23 0.77
7 O -2.88 3.94 0.99
8 O -1.85 1.96 0.91
9 H 1.19 4.60 1.36
10 H 0.39 3.24 2.16
11 H -0.34 4.86 2.23
12 H 0.15 5.71 -0.58
13 H -1.53 5.78 0.02
14 H -1.16 4.91 -1.47
15 H 1.10 3.04 -0.34
16 C -1.10 -0.47 2.98
17 Si -1.79 -1.61 1.65
18 C -0.69 -3.15 1.72
19 C -3.50 -2.15 2.22
20 N -1.64 -0.84 0.14
21 C -2.51 -0.72 -0.90
22 C -3.61 -1.59 -1.11
23 C -4.46 -1.47 -2.19
24 C -4.27 -0.47 -3.14
25 C -3.21 0.40 -2.96
26 C -2.35 0.28 -1.88
27 H -1.06 -0.97 3.95
28 H -1.71 0.43 3.06
29 H -0.07 -0.15 2.76
30 H -0.68 -3.59 2.71
31 H 0.33 -2.87 1.47
32 H -1.02 -3.91 1.01
33 H -3.45 -2.46 3.27
34 H -3.89 -2.98 1.65
35 H -4.22 -1.33 2.15
36 H -3.79 -2.38 -0.40
37 H -5.28 -2.16 -2.29
38 H -4.94 -0.37 -3.98
39 H -3.04 1.21 -3.66
40 H -1.55 1.02 -1.78
41 C 1.65 -3.18 -1.16
42 N 0.75 -2.61 -2.14
43 C 0.26 -3.46 -3.20
44 C 0.47 -1.30 -2.13
45 O 0.90 -0.50 -1.31
46 H 2.64 -3.33 -1.58
47 H 1.24 -4.13 -0.82
48 H 1.71 -2.50 -0.31
49 H -0.23 -4.34 -2.77
50 H 1.08 -3.80 -3.84
51 H -0.47 -2.92 -3.80
52 H -0.23 -1.00 -2.92
53 Br 8.03 1.54 1.56
54 C 6.36 0.71 1.22
55 C 6.30 -0.67 1.10
56 N 5.16 -1.32 0.86
57 C 4.05 -0.59 0.76
58 C 4.02 0.79 0.86
59 C 5.21 1.47 1.08
60 C 2.72 1.54 0.68
61 O 2.78 2.66 0.14
62 O 1.69 0.92 1.07
63 H 7.20 -1.27 1.19
64 H 3.12 -1.12 0.57
65 H 5.23 2.55 1.14

3.
Molecular formula: C22H31BrN3O6Sc
Method: DFT, ωB97M-V/def2-TZVPD

LUMO level, eV: -0.1
Max |F|, hartree/bohr: 0.004
Molar mass, g mol⁻¹: 558.37
Total charge: 0
HOMO-LUMO gap, eV: 8.55
HOMO, eV: -8.6

Cartesian coordinates (Å):
1 Sc -0.84 0.24 0.10
2 O -3.96 -0.85 -2.29
3 C -2.99 -1.01 -1.59
4 O -1.97 -0.19 -1.51
5 C -2.84 -2.30 -0.77
6 C -1.39 -2.81 -0.84
7 C -1.28 -4.25 -0.35
8 C -1.43 -4.08 1.18
9 C -1.64 -2.58 1.30
10 O -0.76 -2.06 0.25
11 C -3.04 -2.18 0.79
12 C -3.43 -0.80 1.31
13 O -4.51 -0.62 1.84
14 O -2.50 0.10 1.19
15 H -3.54 -3.03 -1.18
16 H -0.88 -2.59 -1.77
17 H -0.32 -4.68 -0.62
18 H -2.06 -4.87 -0.79
19 H -0.52 -4.39 1.70
20 H -2.27 -4.64 1.60
21 H -1.36 -2.13 2.25
22 H -3.79 -2.89 1.12
23 C -0.78 3.25 2.37
24 C -0.41 3.33 0.89
25 C 0.90 4.08 0.69
26 O -0.29 2.03 0.37
27 H 0.04 2.82 2.94
28 H -1.67 2.63 2.49
29 H -0.99 4.24 2.78
30 H -1.21 3.85 0.35
31 H 1.70 3.56 1.21
32 H 0.84 5.10 1.07
33 H 1.15 4.13 -0.37
34 C 0.95 -0.86 -2.60
35 C 1.96 -0.63 -3.75
36 N 2.36 0.78 -3.81
37 C 1.16 1.60 -3.88
38 C 0.32 1.46 -2.58
39 N 0.87 0.35 -1.75
40 C 2.24 0.72 -1.34
41 C 3.08 1.11 -2.58
42 H 1.26 -1.70 -1.97
43 H -0.05 -1.05 -2.97
44 H 1.52 -0.90 -4.71
45 H 2.86 -1.24 -3.62
46 H 0.59 1.29 -4.75
47 H 1.46 2.64 -4.03
48 H -0.72 1.23 -2.80
49 H 0.35 2.36 -1.97
50 H 2.69 -0.14 -0.85
51 H 2.17 1.54 -0.62
52 H 4.04 0.59 -2.58
53 H 3.29 2.18 -2.59
54 Br -1.74 -0.11 4.20
55 C 0.06 0.05 3.63
56 C 1.00 0.38 4.60
57 C 2.32 0.50 4.22
58 C 2.66 0.27 2.90
59 C 1.65 -0.06 2.02
60 N 0.36 -0.16 2.36
61 H 0.68 0.54 5.62
62 H 3.07 0.77 4.95
63 H 3.68 0.34 2.55
64 H 1.88 -0.26 0.98

4.
Molecular formula: C22H31MnNOP2
Method: DFT, ωB97M-V/def2-TZVPD

LUMO level (spin up / spin down), eV: -7.6 / -7.5
Max |F|, hartree/bohr: 0.099
Molar mass, g mol⁻¹: 442.38
Total charge: +2
Multiplicity: 4
HOMO-LUMO gap (spin up / spin down), eV: 5.78 / 6.19
HOMO (spin up / spin down), eV: -13.4 / -13.7

Cartesian coordinates (Å):
1 C -1.52 3.20 -3.57
2 C -1.19 1.97 -3.02
3 C 0.17 1.56 -2.98
4 C 1.14 2.32 -3.69
5 C 0.78 3.57 -4.22
6 C -0.53 4.02 -4.13
7 C 2.49 1.80 -3.89
8 C 2.65 0.38 -3.59
9 C 1.63 -0.33 -2.92
10 C 1.66 -1.75 -2.91
11 C 2.82 -2.40 -3.33
12 C 3.91 -1.68 -3.83
13 C 3.81 -0.31 -4.00
14 H -2.56 3.52 -3.56
15 H 1.55 4.16 -4.72
16 H -0.80 5.00 -4.52
17 H 2.87 2.05 -4.89
18 H 2.86 -3.49 -3.28
19 H 4.82 -2.21 -4.12
20 H 4.62 0.27 -4.45
21 N 0.59 0.40 -2.33
22 Mn 0.06 0.04 -0.57
23 C -2.29 1.04 -2.53
24 H -2.25 0.06 -3.05
25 H -3.28 1.49 -2.71
26 C 0.43 -2.56 -2.53
27 H -0.44 -2.28 -3.16
28 H 0.62 -3.63 -2.65
29 P -2.17 0.69 -0.73
30 P -0.10 -2.28 -0.80
31 C 1.17 -3.10 0.21
32 H 1.21 -2.62 1.19
33 H 0.92 -4.16 0.32
34 H 2.15 -3.00 -0.27
35 C -1.61 -3.25 -0.57
36 H -1.36 -4.31 -0.43
37 H -2.13 -2.88 0.33
38 H -2.28 -3.14 -1.43
39 C -2.52 2.28 0.06
40 H -3.60 2.50 0.02
41 H -2.19 2.25 1.11
42 H -1.97 3.08 -0.45
43 C -3.59 -0.37 -0.33
44 H -3.56 -0.61 0.74
45 H -4.52 0.16 -0.55
46 H -3.55 -1.31 -0.90
47 H 3.48 2.60 -3.18
48 H 4.06 3.07 -2.85
49 C -1.34 0.49 3.22
50 C -0.14 -0.15 2.64
51 C 0.79 -0.87 3.55
52 O 0.10 -0.08 1.41
53 H -1.45 0.20 4.27
54 H -2.25 0.18 2.67
55 H -1.26 1.58 3.16
56 H 0.63 -1.96 3.49
57 H 1.84 -0.66 3.28
58 H 0.61 -0.56 4.58

5.
Molecular formula: C22H31N3O4
Method: DFT, ωB97M-V/def2-TZVPD

LUMO level, eV: 0.8
SMILES: CCc1cc(CNC(=O)c2ccc(OC)c(OC3CCN(C(C)C)CC3)c2)on1
Max |F|, hartree/bohr: 0.025
Molar mass, g mol⁻¹: 401.51
Total charge: 0
HOMO-LUMO gap, eV: 8.81
HOMO, eV: -8.0

Cartesian coordinates (Å):
1 C 0.55 5.75 -3.79
2 H 0.39 4.92 -4.47
3 H -0.06 6.59 -4.11
4 H 1.60 6.05 -3.84
5 C 0.18 5.34 -2.36
6 C 1.01 4.19 -1.91
7 N 0.51 3.01 -1.70
8 O 1.52 2.19 -1.31
9 C 2.67 2.89 -1.29
10 C 2.41 4.18 -1.66
11 H 3.10 4.99 -1.73
12 C 3.92 2.17 -0.89
13 N 3.60 1.00 -0.11
14 C 3.83 0.93 1.23
15 O 4.58 1.69 1.80
16 C 3.10 -0.18 1.90
17 C 3.71 -0.90 2.91
18 C 3.02 -1.92 3.55
19 C 1.71 -2.21 3.21
20 C 1.07 -1.46 2.20
21 C 1.78 -0.46 1.56
22 H 1.29 0.15 0.81
23 O -0.22 -1.79 1.96
24 C -0.98 -1.08 0.98
25 C -0.67 -1.55 -0.44
26 C -1.60 -0.82 -1.42
27 N -3.00 -1.00 -1.14
28 C -3.33 -0.65 0.22
29 C -2.45 -1.34 1.28
30 H -2.70 -0.94 2.27
31 H -2.61 -2.41 1.30
32 H -4.38 -0.88 0.41
33 H -3.20 0.43 0.32
34 C -3.70 -2.11 -1.77
35 C -5.13 -1.68 -2.11
36 H -5.60 -2.41 -2.76
37 H -5.11 -0.72 -2.62
38 H -5.73 -1.58 -1.22
39 C -3.73 -3.43 -0.99
40 H -4.30 -3.32 -0.07
41 H -2.73 -3.77 -0.75
42 H -4.22 -4.19 -1.60
43 H -3.17 -2.29 -2.71
44 H -1.39 -1.15 -2.44
45 H -1.39 0.25 -1.36
46 H -0.82 -2.63 -0.49
47 H 0.37 -1.34 -0.70
48 H -0.78 0.00 1.07
49 O 0.95 -3.19 3.77
50 C 1.51 -3.96 4.81
51 H 2.39 -4.52 4.47
52 H 0.73 -4.65 5.11
53 H 1.79 -3.34 5.66
54 H 3.52 -2.48 4.33
55 H 4.73 -0.67 3.19
56 H 2.94 0.36 -0.52
57 H 4.54 2.81 -0.26
58 H 4.49 1.89 -1.78
59 H 0.34 6.18 -1.69
60 H -0.87 5.04 -2.32

6.
Molecular formula: C22H31N3O4S
Method: DFT, ωB97M-V/def2-TZVPD

LUMO level, eV: 0.5
SMILES: CCCCN(Cc1ccccc1)C(=O)C1CCN(S(=O)(=O)c2c(C)noc2C)CC1
Max |F|, hartree/bohr: 0.027
Molar mass, g mol⁻¹: 433.57
Total charge: 0
HOMO-LUMO gap, eV: 9.23
HOMO, eV: -8.7

Cartesian coordinates (Å):
1 C -0.68 2.96 5.56
2 H -1.60 3.15 5.01
3 H -0.77 3.43 6.53
4 C 0.54 3.52 4.82
5 C 0.80 2.82 3.48
6 H 0.84 1.74 3.64
7 H 1.77 3.14 3.10
8 C -0.27 3.14 2.43
9 N -0.02 2.50 1.16
10 C -0.55 1.33 0.74
11 O -0.43 0.97 -0.42
12 C -1.25 0.42 1.75
13 H -1.20 0.84 2.76
14 C -2.72 0.26 1.35
15 C -2.87 -0.63 0.13
16 N -2.28 -1.95 0.35
17 S -1.74 -2.70 -1.03
18 O -1.29 -4.01 -0.63
19 O -2.80 -2.60 -1.99
20 C -0.33 -1.85 -1.69
21 C 0.99 -2.15 -1.45
22 O 1.75 -1.40 -2.25
23 N 0.96 -0.61 -3.02
24 C -0.28 -0.85 -2.71
25 C -1.41 -0.16 -3.35
26 H -1.15 0.11 -4.37
27 H -1.62 0.76 -2.80
28 H -2.29 -0.80 -3.34
29 C 1.64 -3.12 -0.54
30 H 1.96 -2.62 0.38
31 H 2.51 -3.54 -1.02
32 H 0.92 -3.90 -0.29
33 C -1.49 -2.10 1.54
34 C -0.51 -0.94 1.73
35 H 0.19 -0.95 0.90
36 H 0.05 -1.09 2.66
37 H -2.15 -2.19 2.40
38 H -0.95 -3.05 1.42
39 H -3.93 -0.78 -0.12
40 H -2.38 -0.16 -0.73
41 H -3.15 1.24 1.13
42 H -3.28 -0.17 2.19
43 C 0.84 3.19 0.20
44 C 1.90 2.28 -0.37
45 C 2.20 2.31 -1.73
46 C 3.18 1.48 -2.25
47 C 3.88 0.62 -1.42
48 C 3.59 0.59 -0.07
49 C 2.61 1.41 0.45
50 H 2.38 1.37 1.51
51 H 4.12 -0.09 0.58
52 H 4.63 -0.03 -1.83
53 H 3.39 1.50 -3.31
54 H 1.64 2.96 -2.38
55 H 1.31 4.03 0.71
56 H 0.22 3.58 -0.62
57 H -0.28 4.22 2.26
58 H -1.26 2.86 2.79
59 H 1.42 3.40 5.45
60 H 0.40 4.59 4.65
61 H -0.57 1.89 5.70

7.
Molecular formula: C22H31N3O6S
Method: DFT, ωB97M-V/def2-TZVPD

LUMO level, eV: -0.6
Max |F|, hartree/bohr: 0.026
Molar mass, g mol⁻¹: 465.57
Total charge: 0
HOMO-LUMO gap, eV: 8.56
HOMO, eV: -9.1

Cartesian coordinates (Å):
1 C 2.63 -2.23 1.20
2 C 1.17 -2.62 1.14
3 C 0.79 -3.93 0.76
4 C -0.53 -4.27 0.68
5 C -1.55 -3.34 1.00
6 N -2.86 -3.73 0.90
7 C -3.71 -2.80 1.21
8 C -3.35 -1.50 1.65
9 N -2.10 -1.11 1.75
10 C -1.18 -2.05 1.40
11 C 0.20 -1.70 1.45
12 N 0.59 -0.36 1.83
13 C 0.18 0.53 1.11
14 S -0.49 1.74 0.37
15 H 3.25 -3.10 0.97
16 H 2.83 -1.45 0.47
17 H 2.91 -1.90 2.20
18 H 1.54 -4.67 0.53
19 H -0.80 -5.27 0.37
20 H -4.77 -3.04 1.14
21 H -4.12 -0.79 1.90
22 O 5.44 -0.86 6.17
23 C 4.46 -0.32 5.74
24 O 4.43 0.04 4.44
25 C 3.24 0.50 3.78
26 C 3.04 1.99 3.95
27 C 3.29 0.03 6.63
28 H 2.37 -0.08 4.11
29 H 3.39 0.26 2.73
30 H 2.89 2.26 4.99
31 H 2.16 2.31 3.38
32 H 3.91 2.53 3.59
33 H 3.45 1.02 7.05
34 H 3.25 -0.69 7.44
35 H 2.32 0.01 6.13
36 O -5.69 1.64 -1.41
37 C -4.75 1.94 -2.08
38 O -4.72 3.15 -2.67
39 C -3.53 3.70 -3.26
40 C -3.34 3.26 -4.70
41 C -3.63 0.96 -2.37
42 H -2.66 3.47 -2.65
43 H -3.67 4.78 -3.22
44 H -3.20 2.18 -4.76
45 H -2.46 3.74 -5.13
46 H -4.22 3.51 -5.29
47 H -3.88 0.39 -3.26
48 H -3.54 0.28 -1.52
49 H -2.66 1.43 -2.51
50 O -0.75 2.46 -3.73
51 C 0.05 1.57 -3.81
52 O -0.32 0.34 -3.41
53 C 0.47 -0.84 -3.62
54 C 1.46 -1.05 -2.50
55 C 1.48 1.81 -4.26
56 H 0.94 -0.81 -4.60
57 H -0.25 -1.65 -3.64
58 H 2.19 -0.25 -2.45
59 H 2.00 -1.99 -2.65
60 H 0.95 -1.09 -1.54
61 H 2.08 2.06 -3.38
62 H 1.48 2.65 -4.94
63 H 1.92 0.96 -4.78

8.
Molecular formula: C22H31N4O6W
Method: DFT, ωB97M-V/def2-TZVPD

LUMO level, eV: -10.7
Max |F|, hartree/bohr: 0.012
Molar mass, g mol⁻¹: 631.35
Total charge: +3
HOMO-LUMO gap, eV: 6.05
HOMO, eV: -16.7

Cartesian coordinates (Å):
1 W 0.03 -0.71 -0.22
2 C -0.45 -0.52 4.10
3 C -0.22 -1.86 3.40
4 C 1.16 -2.45 3.69
5 C -0.61 -1.86 1.95
6 C -1.59 -0.99 1.44
7 C -2.21 -1.23 0.17
8 C -1.82 -2.30 -0.64
9 C -2.55 -2.68 -1.88
10 C -0.57 -2.86 -0.32
11 C 0.04 -2.65 0.98
12 H -0.09 -0.58 5.12
13 H -1.51 -0.26 4.17
14 H 0.08 0.28 3.59
15 H -0.95 -2.57 3.82
16 H 1.95 -1.87 3.21
17 H 1.25 -3.48 3.36
18 H 1.34 -2.44 4.76
19 H -2.01 -0.23 2.08
20 H -3.09 -0.66 -0.11
21 H -3.29 -3.44 -1.61
22 H -1.90 -3.11 -2.64
23 H -3.10 -1.84 -2.31
24 H -0.09 -3.54 -1.01
25 H 0.92 -3.22 1.23
26 O 2.57 -2.22 -5.68
27 C 2.10 -1.89 -4.65
28 C 0.65 -1.32 -4.43
29 O -0.19 -1.12 -5.25
30 C 0.58 -1.09 -2.96
31 C 1.73 -1.41 -2.33
32 O 1.74 -1.15 -1.02
33 C 2.79 -1.92 -3.24
34 O 3.90 -2.25 -2.96
35 O -0.36 -0.56 -2.19
36 C -2.17 3.13 -1.67
37 C -1.99 1.69 -1.14
38 N -0.65 1.54 -0.49
39 C -0.65 2.36 0.76
40 C -1.23 3.76 0.49
41 N -1.16 4.00 -0.99
42 C 0.21 3.67 -1.49
43 C 0.37 2.14 -1.41
44 H -3.17 3.51 -1.45
45 H -2.00 3.20 -2.75
46 H -2.07 0.98 -1.95
47 H -2.75 1.48 -0.39
48 H 0.37 2.41 1.12
49 H -1.25 1.85 1.52
50 H -0.64 4.53 0.99
51 H -2.27 3.86 0.80
52 H -1.37 4.98 -1.19
53 H 0.93 4.21 -0.87
54 H 0.30 4.02 -2.51
55 H 1.37 1.89 -1.04
56 H 0.25 1.69 -2.39
57 N 2.82 0.90 2.66
58 C 2.49 0.15 1.61
59 N 3.39 -0.66 1.08
60 O 1.28 0.25 1.17
61 H 3.74 0.88 3.06
62 H 2.11 1.40 3.17
63 H 4.33 -0.72 1.45
64 H 3.20 -1.13 0.20